Entry 1:
The following is a quantum chemistry calculation of C29H48BrIrN3P2S as an isolated structure in a non-equilibrium geometry, from OMol25.

The geometry in XYZ format:
```
85
Properties=species:S:1:pos:R:3:mulliken_charge:R:1
Ir -0.06 -0.11 0.88 1.015
Br 1.79 -1.24 2.06 -0.404
S 0.39 1.69 2.35 -0.353
P -0.62 -2.09 0.04 0.145
P 6.08 -1.00 -0.04 0.356
N -7.21 5.57 -5.81 0.066
N -0.84 0.43 4.38 0.018
N 1.26 1.32 4.81 -0.129
C -2.90 2.21 -2.20 1.395
C 6.61 1.73 -0.34 -1.206
C -0.90 0.88 -1.73 -0.657
C -3.34 -1.63 0.28 -1.160
C -3.75 2.84 -3.18 -0.250
C 0.25 1.07 3.95 0.320
C 5.66 -2.16 2.48 -1.283
C 4.96 -1.82 1.17 0.415
C 0.57 -2.56 -1.28 -0.028
C -6.15 5.53 -3.67 -0.301
C -0.94 -0.25 5.68 -0.550
C 0.03 -2.59 -2.71 -1.411
C -3.17 2.29 -0.81 -0.697
C -1.76 1.50 -2.63 -0.724
C -0.51 -3.49 1.23 -0.369
C -1.24 0.93 -0.36 0.059
C 1.41 0.44 5.96 -0.565
C -6.82 4.31 -6.04 -0.405
C -1.65 -4.50 1.23 -1.307
C -2.34 1.66 0.11 -0.642
C 5.25 -1.45 -1.63 0.062
C 0.07 0.31 6.65 -0.594
C -5.70 4.21 -3.89 0.421
C -6.04 3.60 -5.12 -0.324
C -4.89 3.53 -2.89 -0.616
C -6.89 6.18 -4.67 -0.389
C 5.93 -2.60 -2.35 -1.202
C 5.52 0.75 0.12 -0.406
C -2.30 -2.14 -0.70 -0.599
H 5.27 0.92 1.17 0.443
H 7.03 -2.53 -2.29 0.370
H -0.27 1.28 7.02 0.307
H 4.55 -2.71 0.69 0.529
H 1.77 -0.55 5.64 0.259
H 5.66 -2.59 -3.41 0.377
H 5.09 -2.93 3.01 0.360
H 6.45 2.71 0.10 0.361
H -1.55 1.45 -3.70 0.433
H -2.59 -4.07 1.59 0.287
H 0.44 -4.00 1.00 0.587
H -7.21 7.21 -4.54 0.420
H -1.81 -4.94 0.24 0.327
H 0.94 -3.55 -0.99 0.586
H 2.15 0.90 6.62 0.439
H -2.49 -3.18 -1.02 0.695
H 2.11 1.65 4.35 0.277
H -5.72 2.59 -5.36 0.504
H -0.66 -1.77 -2.93 0.284
H -1.40 -5.33 1.91 0.424
H -2.51 1.73 1.19 0.374
H 5.72 -1.29 3.14 0.340
H -3.86 -2.45 0.78 0.398
H -4.10 -1.02 -0.23 0.314
H -5.90 6.06 -2.76 0.454
H 0.03 0.40 -2.02 0.637
H 5.28 -0.54 -2.24 0.473
H 1.41 -1.86 -1.18 -0.097
H -0.77 -1.32 5.54 0.309
H -5.21 3.65 -1.85 0.444
H 4.20 -1.68 -1.39 -0.217
H -1.96 -0.11 6.05 0.386
H -2.27 -1.54 -1.62 0.327
H 6.61 1.86 -1.43 0.338
H -2.88 -0.99 1.05 0.112
H 4.61 0.86 -0.49 0.298
H 7.61 1.39 -0.04 0.369
H -7.14 3.84 -6.98 0.412
H -1.52 0.20 3.66 0.087
H 4.13 -1.11 1.33 -0.658
H 0.87 -2.51 -3.41 0.379
H 5.63 -3.57 -1.95 0.337
H 6.67 -2.54 2.30 0.423
H -0.37 -3.04 2.23 0.254
H 0.16 -0.37 7.51 0.349
H -0.47 -3.55 -2.93 0.405
H -3.42 2.78 -4.22 0.474
H -4.04 2.86 -0.46 0.307
```

* ΔE to the lowest compared entry with this formula, charge and spin: 0.0 kcal/mol
* total charge: +4
* HOMO (spin up / spin down): -18.8 / -18.6 eV
* <S²>: 8.827
* 2S+1: 6
* HOMO-LUMO gap (spin up / spin down): 8.16 / 5.11 eV

=====

Entry 2:
The following is a quantum chemistry calculation of C29H48Cl2N3NiO4Si as an isolated structure in a non-equilibrium geometry, from OMol25.

The geometry in XYZ format:
```
88
Properties=species:S:1:pos:R:3:mulliken_charge:R:1
Ni -1.67 0.71 -0.14 -0.492
Cl -1.92 0.41 2.10 -0.532
Cl -1.29 2.74 -0.63 -0.613
Si 2.46 -0.03 -0.78 -0.381
O 2.57 1.50 -1.43 0.026
O 0.69 -0.68 4.53 -0.619
O -3.38 -3.29 2.83 -0.663
O -1.25 -1.25 -0.32 -0.600
N -5.02 -3.19 4.43 0.158
N -0.12 1.46 4.44 0.136
N -0.82 -3.06 -1.59 0.432
C -4.74 0.89 -0.61 -0.499
C -6.32 -0.97 -0.41 -0.411
C 6.12 0.54 -3.62 -1.035
C -0.19 0.14 4.77 0.277
C 4.05 -0.46 0.09 -1.207
C 4.81 5.50 -2.12 -1.433
C -5.27 -1.81 -0.01 -0.940
C -4.60 -4.46 4.99 -0.879
C 4.76 0.72 -5.60 -0.656
C 3.15 3.61 -2.29 0.060
C 3.89 1.48 -3.47 0.073
C 5.98 0.40 -5.00 -0.399
C -4.31 -2.69 3.38 0.207
C 4.35 4.15 -2.58 0.155
C -1.27 -1.81 -1.47 -0.173
C -1.14 2.44 4.79 -0.818
C -6.07 0.39 -0.69 -0.353
C -0.23 -3.73 -0.43 -0.720
C -6.33 -2.67 4.79 -0.889
C 0.77 1.87 3.38 -0.875
C -4.00 -1.25 0.21 0.665
C -0.63 -3.63 -2.92 -0.875
C -3.74 0.03 -0.23 -0.472
C 2.81 2.17 -2.66 0.369
C 2.08 4.33 -1.53 -1.080
C 2.13 -1.22 -2.16 -0.866
C 5.09 1.11 -2.86 -0.086
C 1.13 0.26 0.46 1.216
C 3.70 1.21 -4.83 -0.303
H 3.92 -1.43 0.60 0.383
H -0.63 3.36 5.11 0.266
H 1.15 -1.02 -2.63 0.196
H 1.45 3.61 -0.99 -0.042
H 1.86 2.19 -3.21 0.328
H 1.44 4.88 -2.22 0.248
H 2.51 5.04 -0.81 0.377
H -0.53 -4.72 -2.84 0.303
H -4.81 -5.30 4.31 0.277
H 2.89 -1.09 -2.95 0.436
H 6.81 0.03 -5.61 0.346
H 2.16 -2.29 -1.86 0.460
H -6.52 -2.92 5.84 0.293
H 1.20 1.24 0.95 -0.171
H 4.89 -0.56 -0.62 0.375
H -4.49 1.92 -0.82 0.366
H -3.52 -4.44 5.17 0.275
H 0.17 0.27 -0.10 -0.903
H 1.05 -0.51 1.24 0.463
H -6.33 -1.59 4.64 0.323
H -1.67 -1.27 -2.34 0.447
H 4.35 6.33 -2.69 0.287
H -0.03 -4.77 -0.71 0.374
H -1.51 -3.39 -3.53 0.341
H 0.18 2.13 2.49 0.257
H -3.25 -1.83 0.75 0.553
H -1.76 2.06 5.61 0.335
H 5.20 1.25 -1.78 0.805
H 4.57 5.64 -1.06 0.338
H -7.32 -1.37 -0.49 0.349
H -4.65 -1.67 3.07 0.289
H 0.25 -3.19 -3.42 0.285
H 4.62 0.60 -6.67 0.367
H 7.03 0.22 -3.11 0.398
H 0.69 -3.24 -0.08 0.154
H 1.44 1.04 3.14 0.290
H -6.89 1.06 -0.95 0.325
H -1.14 -0.15 5.26 0.226
H 1.34 2.74 3.71 0.293
H 5.90 5.58 -2.21 0.371
H 5.09 3.62 -3.20 0.267
H -1.78 2.64 3.92 0.262
H -5.41 -2.87 0.17 0.400
H -5.16 -4.60 5.93 0.310
H 2.70 1.41 -5.26 0.372
H -0.95 -3.72 0.41 0.175
H -7.13 -3.10 4.18 0.304
H 4.36 0.28 0.86 0.321
```

* ΔE to the lowest compared entry with this formula, charge and spin: 0.0 kcal/mol
* total charge: -1
* HOMO (spin up / spin down): -3.5 / -4.3 eV
* <S²>: 2.008
* 2S+1: 3
* HOMO-LUMO gap (spin up / spin down): 5.86 / 6.69 eV

=====

Entry 3:
The following is a quantum chemistry calculation of a 3-piece molecular cluster, C29H48ClFN2O3 overall in a non-equilibrium geometry, from OMol25.

The geometry in XYZ format:
```
84
Properties=species:S:1:pos:R:3:mulliken_charge:R:1
Cl -5.47 -0.85 0.59 -0.240
F 3.65 0.85 -0.85 -0.259
O -2.46 -4.37 -4.92 -0.545
O 1.49 -2.25 -3.98 -0.611
O 0.23 1.82 -6.11 -0.599
N 1.08 0.10 -4.55 0.379
N -1.45 -3.43 -3.02 0.361
C 6.41 3.73 3.32 -0.351
C -2.19 -1.10 4.99 -0.712
C 0.75 -1.28 -4.21 0.189
C 2.51 0.50 -4.59 -0.861
C 0.11 0.89 -5.29 0.305
C 3.65 3.91 0.77 -0.947
C -4.86 -0.67 -1.17 -0.095
C -1.91 -2.15 -3.58 0.088
C -1.44 -1.16 1.95 -0.994
C -1.27 0.18 -4.80 0.015
C -0.87 -1.17 -4.15 0.114
C -5.62 -1.69 -2.15 -0.732
C -0.88 -0.61 4.37 -0.786
C -1.77 -3.59 -1.57 -0.684
C -2.99 1.15 5.87 -1.215
C 6.54 2.67 4.40 -1.178
C -3.41 -1.69 -3.65 0.305
C -2.73 0.65 -4.93 -0.796
C 2.89 1.22 -3.17 -0.435
C -1.85 -4.59 -3.83 0.754
C -3.32 -0.07 5.03 -0.245
C -4.59 -2.58 -3.06 -0.492
C -1.52 -6.11 -3.48 -1.084
C 3.24 0.14 -2.03 -0.178
C 3.83 3.78 3.30 -0.774
C -0.99 -0.09 2.94 -0.219
C 3.67 3.01 1.99 0.051
C 5.13 4.57 3.44 -0.718
C -3.80 -0.32 -4.31 -0.422
H -1.67 0.76 2.89 0.253
H 4.59 4.47 0.66 0.283
H -2.16 -6.52 -2.63 0.273
H -2.68 -4.26 -1.36 0.267
H 2.05 1.91 -2.80 0.264
H 3.51 3.32 -0.14 0.126
H 5.13 5.07 4.42 0.386
H 2.83 4.63 0.83 0.292
H -6.27 -1.06 -2.85 0.274
H 2.99 4.48 3.41 0.371
H 3.73 3.08 4.14 0.303
H -5.22 -2.93 -3.97 0.341
H -0.45 0.18 5.00 0.316
H -4.92 -0.02 -4.34 0.259
H 6.46 3.26 2.33 0.250
H 4.47 2.27 1.89 0.180
H 7.47 2.12 4.28 0.371
H -2.53 -1.99 4.45 0.306
H -1.48 -0.75 0.94 0.278
H -2.12 1.69 5.48 0.285
H -2.99 1.64 -5.43 0.370
H 6.54 3.13 5.39 0.295
H -3.83 1.84 5.88 0.379
H -3.58 0.24 4.01 0.173
H -0.15 -1.43 4.40 0.349
H 3.22 -0.38 -4.76 0.324
H -2.77 0.86 6.90 0.287
H 4.07 -0.56 -2.39 0.250
H -3.73 -0.81 -1.10 0.057
H -0.40 -6.26 -3.23 0.293
H -5.15 0.41 -1.46 0.321
H 2.66 1.31 -5.38 0.379
H -1.72 -6.77 -4.40 0.311
H -4.26 -3.52 -2.52 0.148
H 5.16 5.37 2.69 0.305
H 2.73 2.45 2.03 0.131
H 2.27 -0.42 -1.76 0.128
H 5.72 1.95 4.36 0.275
H -1.98 -1.44 6.01 0.392
H -2.44 -1.54 2.20 0.278
H -6.28 -2.41 -1.55 0.467
H -0.01 0.28 2.62 0.197
H -0.87 -4.14 -1.09 0.324
H 3.87 1.81 -3.38 0.294
H -1.88 -2.59 -1.02 0.179
H 7.27 4.40 3.38 0.356
H -4.21 -0.55 5.44 0.369
H -0.74 -2.00 1.95 0.299
```

* total charge: 0
* HOMO: -9.2 eV
* SMILES string: CC(=O)N(C)c1c(CCCCl)ccc2c1C(=O)N(CCCF)C2=O.CCCCCC.CCCCCC
* 2S+1: 1
* HOMO-LUMO gap: 8.23 eV

=====

Entry 4:
The following is a quantum chemistry calculation of C29H48N4O7P2PdS as an isolated structure, from OMol25.

The geometry in XYZ format:
```
92
Properties=species:S:1:pos:R:3:mulliken_charge:R:1
Pd 1.83 -0.49 0.38 -0.490
S 4.79 -0.87 0.77 -0.565
P -0.41 -1.53 -0.95 1.849
P -1.16 1.57 -1.11 0.467
O 1.22 0.20 -2.41 -0.291
O -2.26 -2.07 -0.29 -0.542
O -1.30 2.49 -2.42 -0.310
O -0.51 -2.85 -1.92 -0.572
O -0.04 -1.70 0.52 -1.012
O -0.06 2.03 -0.26 -0.498
O -2.61 1.81 -0.42 -0.295
N 3.49 1.66 0.87 0.050
N -0.62 2.38 5.73 -0.675
N 1.88 -0.21 2.58 0.519
N 3.99 0.84 -1.21 -0.631
C 1.21 -0.04 -3.79 -0.977
C 1.30 -0.96 -1.54 1.194
C -2.09 2.26 -4.66 -1.455
C -3.29 3.71 -2.97 -1.562
C 3.64 3.54 2.31 -0.560
C 3.98 4.14 3.51 -0.445
C 4.60 1.47 3.06 -0.116
C -2.83 1.86 1.01 0.513
C -1.33 -0.10 -1.75 -1.112
C 3.63 0.38 0.13 0.151
C -0.75 -4.15 -1.38 1.198
C 4.64 3.43 4.50 -0.581
C -2.35 3.18 1.58 -1.525
C -3.98 -3.70 -0.76 -1.691
C 0.87 0.62 4.56 0.404
C 0.54 -4.74 -0.82 -1.544
C -1.31 -4.99 -2.52 -1.847
C 1.39 -0.45 5.29 -0.208
C 2.18 -1.38 4.64 -1.101
C 1.15 0.70 3.20 -0.487
C 3.94 2.19 2.03 0.427
C -2.50 2.44 -3.21 1.261
C 2.41 -1.22 3.28 -0.510
C -3.40 -2.30 -1.04 1.117
C -2.25 0.65 1.72 -0.006
C 4.93 2.09 4.25 -0.673
C 2.21 -2.03 -2.13 -1.586
C -4.52 -1.29 -0.72 -1.525
C 0.05 1.61 5.20 -0.178
H -3.92 1.81 1.09 0.257
H 4.13 0.00 -1.77 0.152
H -1.47 -4.06 -0.57 0.142
H 2.51 -2.73 -1.35 0.116
H -4.21 -0.26 -0.85 0.174
H -2.63 3.25 2.63 0.508
H 5.44 1.50 5.01 0.335
H -4.24 -3.76 0.30 0.384
H 0.96 -4.07 -0.07 0.254
H -2.97 2.26 -5.31 0.403
H -2.38 -0.30 -1.69 0.271
H -3.19 -2.25 -2.13 0.036
H 4.90 3.89 5.44 0.362
H 4.86 0.44 2.87 0.246
H 1.19 -0.53 6.35 0.489
H 3.12 4.12 1.55 0.322
H -1.55 1.32 -4.80 0.301
H 0.97 0.91 -4.27 0.242
H -2.80 4.02 1.04 0.328
H -1.43 3.08 -4.96 0.293
H -2.19 -4.52 -2.95 0.380
H -4.81 -1.41 0.33 0.280
H 2.96 2.30 0.30 0.110
H 0.45 -0.79 -4.10 0.306
H 2.62 -2.21 5.17 0.417
H -2.67 4.58 -3.22 0.347
H 3.05 -1.88 2.70 0.493
H 3.14 -1.58 -2.49 0.471
H 1.76 -2.60 -2.95 0.246
H 3.72 5.18 3.66 0.323
H -0.55 -5.11 -3.30 0.431
H -4.19 3.73 -3.58 0.377
H -1.59 -5.99 -2.16 0.353
H 4.93 1.24 -1.12 0.295
H -1.27 3.25 1.50 0.179
H -3.57 3.78 -1.92 0.278
H 2.18 -0.38 -4.17 0.262
H 0.78 1.52 2.59 1.014
H -4.88 -3.88 -1.36 0.334
H -2.43 0.74 2.80 0.604
H 1.28 -4.89 -1.61 0.269
H -1.01 -0.10 -2.79 0.508
H -3.10 1.58 -2.90 0.024
H -2.68 -0.29 1.35 -0.290
H 0.33 -5.70 -0.35 0.485
H -3.26 -4.49 -0.97 0.406
H -1.18 0.58 1.56 -0.536
H -5.41 -1.47 -1.34 0.441
```

* ΔE to the lowest compared entry with this formula, charge and spin: 64.1 kcal/mol
* total charge: -2
* HOMO: 0.0 eV
* 2S+1: 1
* HOMO-LUMO gap: 4.27 eV

=====

Entry 5:
The following is a quantum chemistry calculation of C29H48NP3ReSSe as an isolated structure in a non-equilibrium geometry, from OMol25.

The geometry in XYZ format:
```
84
Properties=species:S:1:pos:R:3:mulliken_charge:R:1
Re 0.05 0.61 -0.22 0.550
Se 0.09 1.86 -2.30 0.029
S 0.64 -0.95 2.63 0.596
P 2.34 0.29 -0.62 0.772
P 0.31 2.56 1.03 0.675
P -2.26 0.99 -0.51 0.778
N -0.35 -0.70 1.32 -0.097
C 0.38 4.17 0.14 -1.463
C -2.07 0.43 5.36 -0.814
C 1.29 -3.05 4.20 -0.189
C -0.15 -0.11 4.01 0.760
C 1.22 -4.34 4.72 -0.827
C -0.14 -0.42 -4.20 -0.437
C 0.63 1.13 -6.41 -0.878
C -1.27 1.22 6.18 -0.501
C 0.67 0.65 4.86 -0.157
C -0.11 -0.97 -5.48 -0.157
C 1.81 2.67 2.06 -0.877
C -3.35 0.65 0.92 -1.202
C -1.52 -0.26 4.28 -0.643
C -0.94 2.90 2.33 -0.675
C 0.29 -5.25 4.20 -0.403
C 3.30 1.76 -1.19 -1.228
C 3.42 -0.34 0.72 -1.376
C -0.56 -4.86 3.16 -0.662
C -0.47 -3.58 2.61 -0.208
C -0.65 -4.05 -6.37 -0.493
C 0.27 -0.22 -6.59 -0.060
C 0.11 1.32 5.94 -0.854
C 0.44 -2.66 3.16 0.685
C -3.00 -0.06 -1.82 -1.293
C -2.85 2.65 -1.03 -1.327
C 2.72 -0.91 -1.94 -1.263
C -0.54 -3.23 -7.42 -0.650
C 0.20 0.92 -4.02 0.577
C 0.60 1.69 -5.13 -0.581
H -3.14 0.33 5.57 0.476
H -1.35 -2.51 -7.63 0.423
H 1.75 0.67 4.67 0.508
H -2.51 2.87 -2.06 0.387
H -3.70 -0.39 0.85 0.462
H -2.59 -1.08 -1.74 0.327
H -0.41 -1.05 -3.35 0.436
H -3.94 2.62 -1.02 0.575
H -0.40 -2.01 -5.59 -0.052
H -1.30 -5.57 2.79 0.481
H 0.29 -0.70 -7.57 0.409
H 0.75 1.91 6.59 0.495
H 0.92 1.75 -7.27 0.427
H 0.89 2.73 -4.95 0.491
H -1.69 1.72 7.05 0.482
H -0.86 2.15 3.13 -0.179
H 3.48 0.37 1.55 0.283
H 2.11 -1.80 -1.80 0.344
H -0.72 3.90 2.73 0.590
H -1.96 2.90 1.92 0.291
H -1.59 -4.12 -5.80 0.300
H 2.50 -0.49 -2.93 0.314
H 1.87 -4.62 5.54 0.465
H 4.35 1.46 -1.24 0.566
H -1.11 -1.38 1.23 0.101
H 3.21 2.62 -0.51 0.268
H -4.08 -0.08 -1.66 0.527
H 2.95 2.07 -2.18 0.314
H 0.29 -3.20 -8.15 0.284
H -0.16 -0.67 -1.27 0.063
H 0.23 -6.25 4.62 0.484
H 3.03 -1.29 1.09 0.387
H 1.85 3.70 2.47 0.576
H -2.76 0.34 -2.81 0.356
H 4.42 -0.49 0.28 0.634
H 1.25 4.20 -0.52 0.381
H 1.75 1.96 2.90 -0.019
H 3.79 -1.17 -1.86 0.562
H -0.53 4.33 -0.45 0.322
H 0.47 4.96 0.90 0.589
H -2.12 -0.92 3.66 0.433
H -4.22 1.32 0.87 0.522
H 2.02 -2.33 4.59 0.464
H 2.73 2.48 1.49 0.233
H -1.11 -3.30 1.77 0.457
H -2.51 3.46 -0.37 0.301
H -2.83 0.80 1.88 0.061
H 0.17 -4.68 -6.02 0.294
```

* total charge: +4
* HOMO (spin up / spin down): -17.4 / -17.4 eV
* <S²>: 4.113
* 2S+1: 4
* HOMO-LUMO gap (spin up / spin down): 4.26 / 1.58 eV

=====

Number 1: calculated total energy -137575.23210 eV. Number 2: calculated total energy -117481.38671 eV. Number 3: calculated total energy -55209.21809 eV. Number 4: calculated total energy -84040.40088 eV. Number 5: calculated total energy -138476.47720 eV.